# 1
15
Properties=species:S:1:pos:R:3 method="wB97M-V/def2-TZVPD" e_tot_ev=-9408.7144 homo_energy_ev=-9.2
C 1.85 -1.25 -0.38
C 1.24 0.07 0.11
C -0.08 0.43 -0.50
C -1.24 0.48 0.16
O -1.48 0.08 1.44
C -2.45 1.11 -0.43
O -2.53 1.50 -1.58
H 1.24 -2.11 -0.08
H 2.85 -1.38 0.05
H 1.94 -1.27 -1.47
H 1.94 0.88 -0.12
H 1.17 0.05 1.21
H -0.11 0.77 -1.53
H -0.74 -0.46 1.75
H -3.29 1.23 0.28

***

# 2
92
Properties=species:S:1:pos:R:3 method="wB97M-V/def2-TZVPD" e_tot_ev=-133257.4499 total_charge=+2 homo_energy_ev="-12.7 / -12.7"
N 2.12 -2.79 5.52
C 1.11 -3.61 5.23
C 1.15 -4.54 4.19
C 2.29 -4.57 3.35
C 3.40 -3.77 3.73
C 3.25 -2.89 4.81
C 2.28 -5.25 2.08
Sr 0.70 -1.21 -1.47
P -0.89 3.46 -2.67
C 3.15 -4.89 1.07
C 2.72 -4.54 -0.26
C 3.53 -3.70 -1.06
C 3.00 -3.12 -2.25
C 1.69 -3.43 -2.49
C 0.91 -4.38 -1.92
C 1.44 -4.94 -0.71
Br -1.27 -0.10 -2.93
H 1.45 -5.94 1.92
H 4.22 -4.80 1.29
H 0.30 -5.18 3.98
H 4.32 -3.77 3.15
H 0.21 -3.53 5.86
H 4.08 -2.23 5.09
H 4.56 -3.52 -0.74
H 0.87 -5.66 -0.12
H 3.62 -2.51 -2.90
H -0.03 -4.75 -2.31
P 1.55 0.84 0.86
C -2.52 2.75 -3.19
C -2.72 2.44 -4.66
H -3.30 3.42 -2.82
H -2.63 1.83 -2.60
H -3.50 1.68 -4.75
H -3.05 3.31 -5.23
H -1.82 2.02 -5.13
C 0.45 3.23 -3.96
C 0.36 3.94 -5.30
H 0.59 2.14 -4.07
H 1.35 3.61 -3.44
H 1.20 3.62 -5.93
H -0.55 3.71 -5.86
H 0.45 5.03 -5.18
C -1.32 5.25 -2.99
C -2.53 5.57 -3.87
H -0.43 5.77 -3.39
H -1.50 5.66 -1.99
H -2.73 6.65 -3.88
H -2.38 5.27 -4.92
H -3.46 5.11 -3.51
C 1.02 2.44 1.63
C 0.28 3.40 0.69
H 1.92 2.93 2.04
H 0.37 2.19 2.49
H -0.16 4.22 1.27
H 0.97 3.85 -0.04
H -0.53 2.91 0.13
C 2.80 1.48 -0.33
C 3.62 0.42 -1.07
H 3.46 2.13 0.26
H 2.27 2.13 -1.05
H 4.55 0.88 -1.43
H 3.91 -0.42 -0.43
H 3.12 0.03 -1.98
C 2.68 0.18 2.17
C 2.16 0.26 3.61
H 3.64 0.72 2.08
H 2.86 -0.87 1.89
H 2.94 -0.10 4.30
H 1.90 1.28 3.91
H 1.29 -0.39 3.76
C -4.41 -0.23 -0.84
C -3.76 0.21 0.48
P -2.08 -0.50 0.77
C -1.74 0.29 2.41
C -2.78 0.17 3.52
C -2.45 -2.26 1.25
C -3.82 -2.57 1.87
H -3.74 -0.03 -1.68
H -5.33 0.34 -0.98
H -4.66 -1.29 -0.84
H -3.62 1.30 0.48
H -4.41 -0.04 1.33
H -0.78 -0.12 2.75
H -1.58 1.35 2.18
H -2.81 -0.83 3.96
H -2.51 0.86 4.32
H -3.79 0.43 3.18
H -2.31 -2.84 0.32
H -1.64 -2.56 1.94
H -4.64 -2.36 1.18
H -3.88 -3.65 2.10
H -3.99 -2.03 2.80

***

# 3
183
Properties=species:S:1:pos:R:3 method="wB97M-V/def2-TZVPD" e_tot_ev=-126797.8263 total_charge=-1 homo_energy_ev=-7.9
C -2.10 1.80 -0.66
F -2.09 3.07 -1.04
F -1.73 1.68 0.61
F -3.34 1.36 -0.78
S -0.91 0.86 -1.81
O -1.62 0.59 -3.05
O 0.14 1.80 -2.07
N -0.55 -0.54 -0.92
S 0.97 -0.38 -0.59
O 1.91 -0.55 -1.68
O 1.26 0.69 0.35
C 1.36 -1.91 0.51
F 0.73 -3.02 0.14
F 2.66 -2.13 0.46
F 0.99 -1.64 1.76
O -2.23 -1.41 1.07
H -1.65 -1.00 0.39
H -2.10 -0.89 1.86
O -1.57 -2.88 -2.14
H -1.17 -2.04 -1.82
H -2.23 -3.10 -1.48
O -2.30 -2.03 -4.74
H -2.65 -1.19 -4.43
H -2.08 -2.52 -3.92
O -1.77 1.39 -5.79
H -1.39 0.60 -6.18
H -1.92 1.16 -4.87
C 4.26 3.01 2.98
C 3.14 2.22 3.64
C 3.25 0.72 3.39
O 3.22 2.44 5.04
H 4.24 4.06 3.26
H 4.19 2.90 1.89
H 5.24 2.57 3.20
H 2.19 2.63 3.29
H 4.20 0.31 3.73
H 3.07 0.45 2.35
H 2.43 0.25 3.95
H 3.98 2.00 5.43
C 0.63 -6.33 0.96
C 0.87 -7.66 0.23
C 0.42 -8.86 1.07
O 0.00 -7.73 -0.89
H -0.43 -6.06 0.98
H 1.09 -5.52 0.38
H 1.13 -6.27 1.92
H 1.93 -7.76 -0.04
H -0.64 -8.69 1.24
H 0.82 -8.82 2.09
H 0.75 -9.83 0.69
H 0.15 -6.97 -1.49
C 5.47 -4.17 0.42
C 5.04 -3.95 1.86
C 3.84 -4.77 2.23
O 6.16 -4.25 2.70
H 5.80 -5.19 0.22
H 6.24 -3.48 0.08
H 4.63 -4.03 -0.28
H 4.84 -2.88 1.95
H 2.99 -4.44 1.63
H 3.63 -4.73 3.30
H 3.96 -5.83 1.97
H 6.16 -5.20 2.85
C -5.74 0.63 1.29
C -6.96 -0.06 1.87
C -6.63 -1.06 2.97
O -7.82 0.93 2.47
H -4.94 -0.08 1.04
H -5.22 1.30 1.98
H -6.07 1.22 0.43
H -7.56 -0.54 1.09
H -5.92 -1.83 2.66
H -7.50 -1.67 3.21
H -6.31 -0.54 3.88
H -8.05 1.50 1.72
C -4.78 1.57 -4.45
C -6.10 1.16 -3.81
C -6.14 1.53 -2.35
O -7.15 1.84 -4.50
H -4.42 2.57 -4.22
H -4.84 1.39 -5.52
H -4.01 0.93 -4.01
H -6.27 0.08 -3.94
H -7.02 1.19 -1.80
H -6.22 2.62 -2.30
H -5.28 1.21 -1.76
H -8.01 1.49 -4.29
C 7.05 -0.87 -0.94
C 6.31 0.39 -0.51
C 5.21 0.14 0.50
O 7.27 1.29 0.07
H 6.34 -1.49 -1.50
H 7.32 -1.50 -0.08
H 7.89 -0.63 -1.58
H 5.89 0.89 -1.38
H 4.84 1.08 0.93
H 5.55 -0.36 1.42
H 4.35 -0.36 0.05
H 7.83 0.79 0.67
C -0.28 -4.20 3.74
C -0.60 -4.30 5.22
C -0.82 -2.97 5.94
O -1.79 -5.07 5.42
H -0.24 -5.20 3.32
H 0.75 -3.85 3.62
H -0.85 -3.47 3.18
H 0.20 -4.81 5.77
H -1.49 -2.33 5.35
H 0.07 -2.34 6.08
H -1.21 -3.11 6.95
H -1.53 -5.98 5.59
C 2.40 -4.01 -2.69
C 1.23 -4.77 -3.32
C 1.68 -5.88 -4.26
O 0.43 -5.38 -2.31
H 2.08 -3.45 -1.80
H 2.91 -3.28 -3.32
H 3.11 -4.72 -2.26
H 0.55 -4.08 -3.83
H 2.51 -5.58 -4.89
H 0.82 -6.29 -4.79
H 2.08 -6.73 -3.70
H 0.04 -4.63 -1.83
C -4.38 6.23 0.37
C -4.46 5.58 1.76
C -3.59 4.32 1.83
O -4.00 6.55 2.69
H -4.82 5.47 -0.27
H -3.33 6.44 0.18
H -4.95 7.15 0.25
H -5.46 5.21 2.00
H -2.58 4.54 1.48
H -4.03 3.54 1.21
H -3.40 3.97 2.85
H -4.07 6.16 3.57
C -2.70 5.26 -3.31
C -1.98 6.59 -3.11
C -2.98 7.72 -2.95
O -1.26 6.52 -1.89
H -3.28 5.03 -2.42
H -2.00 4.42 -3.34
H -3.34 5.25 -4.19
H -1.31 6.86 -3.93
H -3.61 7.53 -2.08
H -3.68 7.70 -3.80
H -2.59 8.73 -2.90
H -0.58 5.82 -1.89
C -0.32 0.83 3.75
C -1.68 1.51 3.99
C -2.93 0.75 3.57
O -1.71 1.81 5.40
H -0.10 0.89 2.68
H -0.34 -0.22 4.07
H 0.49 1.36 4.24
H -1.77 2.50 3.54
H -3.01 0.61 2.48
H -3.81 1.32 3.85
H -2.98 -0.27 3.98
H -1.56 1.01 5.90
C 0.63 4.65 0.37
C 1.61 4.96 -0.74
C 2.88 4.08 -0.70
O 0.98 4.79 -2.00
H 0.37 3.58 0.43
H -0.33 5.15 0.21
H 1.01 4.93 1.35
H 1.87 6.02 -0.62
H 3.57 4.35 -1.50
H 2.50 3.07 -0.93
H 3.34 4.04 0.28
H 0.85 3.85 -2.16
C 5.97 0.58 -4.46
C 4.56 1.11 -4.74
C 3.65 1.15 -3.52
O 4.67 2.39 -5.36
H 6.67 0.70 -5.30
H 5.95 -0.50 -4.37
H 6.40 1.18 -3.66
H 4.13 0.43 -5.47
H 3.70 2.13 -3.04
H 4.01 0.43 -2.79
H 2.61 1.01 -3.78
H 4.06 3.01 -4.95

***

# 4
155
Properties=species:S:1:pos:R:3 method="wB97M-V/def2-TZVPD" e_tot_ev=-84292.6584 homo_energy_ev=-9.0
C -13.28 20.55 15.33
C -13.56 19.79 14.05
C -12.36 19.43 13.20
O -14.31 18.51 14.37
H -14.14 20.90 15.93
H -12.82 21.48 15.01
H -12.58 19.98 15.94
H -14.26 20.36 13.38
H -11.77 20.32 13.05
H -12.57 19.11 12.17
H -11.75 18.69 13.73
H -15.06 18.60 14.94
C -12.98 24.53 12.50
C -11.51 24.51 12.97
C -10.82 25.76 13.35
O -11.45 23.62 14.11
H -13.37 23.55 12.42
H -12.99 25.02 11.54
H -13.52 25.07 13.29
H -10.89 24.08 12.14
H -10.56 26.37 12.49
H -9.84 25.46 13.77
H -11.39 26.29 14.09
H -10.50 23.52 14.31
C -7.47 15.19 6.85
C -6.16 15.75 7.35
O -5.94 16.85 6.56
O -8.58 16.12 6.95
H -7.73 14.21 7.29
H -7.30 15.01 5.83
H -5.36 14.98 7.43
H -6.37 16.06 8.36
H -5.48 17.56 7.03
H -9.34 15.50 7.14
C -11.16 12.91 7.15
C -10.15 11.80 6.77
O -9.28 11.52 7.88
O -10.52 13.99 7.79
H -11.96 12.47 7.84
H -11.63 13.33 6.26
H -9.54 12.14 5.97
H -10.63 10.87 6.51
H -8.90 12.35 8.23
H -10.47 13.98 8.75
C -9.77 16.12 14.82
C -10.51 15.87 13.43
O -10.02 14.69 12.77
O -8.56 16.80 14.68
H -9.59 15.14 15.28
H -10.41 16.75 15.41
H -10.60 16.76 12.81
H -11.54 15.55 13.67
H -9.29 14.89 12.17
H -7.86 16.17 14.43
C -4.19 19.80 9.30
C -3.81 21.20 8.85
O -4.93 22.08 8.64
O -4.92 19.04 8.35
H -4.72 19.94 10.24
H -3.27 19.25 9.37
H -3.30 21.08 7.91
H -3.14 21.61 9.62
H -5.51 21.66 7.98
H -5.90 19.19 8.52
C -7.80 16.60 11.38
C -6.53 16.00 11.95
O -6.86 15.18 12.98
O -8.55 15.55 10.89
H -7.54 17.31 10.62
H -8.26 17.14 12.25
H -5.76 16.70 12.27
H -6.06 15.38 11.24
H -7.05 14.32 12.65
H -9.18 16.01 10.29
C -6.95 12.15 10.40
C -7.86 11.68 11.54
O -8.04 12.90 12.36
O -7.49 13.21 9.58
H -6.74 11.27 9.72
H -5.97 12.48 10.79
H -7.35 10.87 12.13
H -8.89 11.33 11.32
H -8.96 12.97 12.59
H -7.99 13.85 10.16
C -14.58 15.39 15.19
C -15.61 15.32 16.28
O -15.15 14.50 17.34
O -13.37 16.08 15.68
H -14.91 15.83 14.25
H -14.25 14.33 14.98
H -16.56 14.88 15.92
H -15.85 16.36 16.60
H -14.47 14.99 17.72
H -13.48 16.98 15.38
C -12.33 11.85 11.98
C -12.22 12.45 10.63
O -12.01 13.85 10.78
O -11.16 12.04 12.68
H -12.56 10.79 11.81
H -13.23 12.38 12.38
H -13.14 12.29 10.06
H -11.43 12.02 10.03
H -11.42 14.04 11.50
H -11.22 12.48 13.53
C -8.97 20.92 9.74
C -9.06 19.41 9.75
C -10.53 18.97 9.87
O -10.46 17.53 10.04
C -11.72 16.90 10.00
N -8.34 18.87 8.61
H -7.97 21.26 9.39
H -9.20 21.25 10.79
H -9.66 21.38 9.03
H -8.53 19.06 10.66
H -10.99 19.16 8.87
H -11.10 19.35 10.70
H -12.58 17.48 10.40
H -11.64 15.99 10.62
H -11.93 16.51 9.02
H -8.69 19.27 7.67
H -8.56 17.88 8.38
C -10.34 16.75 3.90
C -10.72 18.00 4.67
C -11.80 17.63 5.67
O -12.89 17.04 4.91
C -13.99 16.57 5.61
N -9.52 18.50 5.47
H -9.55 16.88 3.21
H -11.12 16.32 3.28
H -9.99 16.03 4.67
H -11.06 18.75 3.93
H -12.08 18.60 6.13
H -11.34 16.89 6.39
H -14.45 15.65 5.24
H -14.70 17.41 5.72
H -13.56 16.26 6.63
H -9.02 19.11 4.88
H -8.76 17.77 5.57
C -9.29 19.70 14.63
C -7.85 20.23 14.42
C -7.20 20.73 15.75
O -5.97 21.36 15.51
C -5.38 21.83 16.74
N -7.03 19.20 13.83
H -9.95 20.52 14.69
H -9.32 19.04 15.51
H -9.54 19.01 13.85
H -7.99 21.12 13.74
H -7.06 19.92 16.48
H -7.96 21.40 16.10
H -4.95 21.06 17.40
H -6.05 22.44 17.28
H -4.59 22.43 16.32
H -7.18 18.42 14.46
H -6.03 19.40 13.92